{"formula": "C7H7NO2", "method": "ωB97M-V with the def2-TZVPD basis set", "e_homo_ev": -9.70, "smiles": "C=CC/C(O)=C(/C#N)C=O", "total_energy_ev": -12954.4894, "homo_lumo_gap_ev": 9.423, "molar_mass_da": 137.138, "relative_energy_kcal_mol": 71.7, "largest_force_ev_per_a": 3.918, "species": ["C", "C", "C", "C", "C", "C", "C", "N", "O", "O", "H", "H", "H", "H", "H", "H", "H"], "positions_angstrom": [[3.860, -0.657, 0.317], [-1.558, 0.108, 1.027], [-0.404, 0.533, 0.547], [2.720, 1.524, -0.356], [2.744, 0.046, -0.122], [1.600, -0.766, -0.361], [0.239, -0.209, -0.566], [4.747, -1.316, 0.553], [3.568, 2.276, 0.041], [1.651, -2.131, -0.265], [-2.126, 0.695, 1.751], [-1.959, -0.934, 0.988], [0.103, 1.442, 0.893], [1.864, 1.834, -0.948], [0.424, 0.421, -1.348], [-0.462, -1.113, -0.986], [0.962, -2.646, 0.154]]}